[1]
ORCA calculation (ωB97M-V with the def2-TZVPD basis set) on 2 unconnected molecules or ions with the total composition C5H15N2O at a distorted geometry.

Calculated values
* frontier orbital gap: 5.36 eV
* maximum force: 4.81 eV/Å
* energy above the lowest of the compared OMol25 structures with the same formula, charge and spin: 151.3 kcal per mole
* total charge: +1
* E_LUMO: -7.40 eV
* DFT total energy: -383.8099 a.u.

Positions of all 23 atoms, in Å:
1 N -2.962 -1.586 -0.847
2 C 0.402 1.203 1.368
3 C -0.464 0.598 2.408
4 O -1.809 -0.013 1.973
5 C 0.231 0.597 -0.004
6 N 1.392 -0.004 -0.770
7 C 2.782 0.342 -0.562
8 C 1.059 -0.528 -2.119
9 H -2.965 -2.078 0.072
10 H -3.671 -2.154 -1.341
11 H -3.433 -0.701 -0.616
12 H 0.706 2.212 1.581
13 H -0.699 1.349 3.210
14 H -0.153 -0.377 2.860
15 H -2.446 0.690 2.081
16 H -0.439 -0.275 0.167
17 H -0.330 1.285 -0.710
18 H 3.130 1.317 -0.948
19 H 3.444 -0.507 -0.884
20 H 2.928 0.427 0.497
21 H 0.311 0.054 -2.535
22 H 0.920 -1.627 -2.111
23 H 2.065 -0.225 -2.767

***

[2]
ORCA calculation (ωB97M-V with the def2-TZVPD basis set) on 2 unconnected molecules or ions with the total composition C5H15N2O at a distorted geometry.

Calculated values
* frontier orbital gap: 4.04 eV
* maximum force: 3.50 eV/Å
* energy above the lowest of the compared OMol25 structures with the same formula, charge and spin: 125.5 kcal per mole
* total charge: +1
* E_LUMO: -8.14 eV
* DFT total energy: -383.8510 a.u.

Positions of all 23 atoms, in Å:
1 N -1.774 5.164 1.577
2 C 0.846 -0.567 -0.139
3 C -0.389 -0.128 0.546
4 C -0.417 -0.426 2.050
5 O -0.714 1.262 0.306
6 C 0.792 -0.922 -1.595
7 N 1.290 -2.202 -2.060
8 C 0.831 -3.272 -1.168
9 H -2.073 4.302 1.124
10 H -1.506 5.796 0.827
11 H -2.555 5.550 2.091
12 H 1.797 -0.193 0.259
13 H -1.215 -0.675 0.074
14 H -0.975 -1.337 2.253
15 H -0.990 0.394 2.480
16 H 0.579 -0.425 2.495
17 H -0.015 1.640 -0.260
18 H 1.259 -0.143 -2.216
19 H -0.269 -0.944 -1.872
20 H 2.286 -2.248 -2.237
21 H -0.225 -3.158 -0.924
22 H 1.001 -4.241 -1.632
23 H 1.385 -3.240 -0.213

***

[3]
ORCA calculation (ωB97M-V with the def2-TZVPD basis set) on 2 unconnected molecules or ions with the total composition C5H15N2O at a distorted geometry.

Calculated values
* frontier orbital gap: 9.13 eV
* maximum force: 2.98 eV/Å
* energy above the lowest of the compared OMol25 structures with the same formula, charge and spin: 47.2 kcal per mole
* total charge: +1
* E_LUMO: -3.09 eV
* DFT total energy: -383.9758 a.u.

Positions of all 23 atoms, in Å:
1 C -0.052 0.475 -1.302
2 C 0.447 -0.868 -0.819
3 C 1.169 -0.905 0.482
4 C 2.316 -1.545 0.624
5 C -0.939 -0.322 1.642
6 N 0.539 -0.206 1.530
7 N 0.988 1.471 -0.842
8 H -0.983 0.808 -0.806
9 H -0.447 0.499 -2.308
10 H -0.246 -1.711 -0.953
11 H 1.127 -1.202 -1.619
12 H 2.938 -1.708 1.496
13 H 2.852 -2.000 -0.204
14 H -1.429 0.570 1.237
15 H -1.404 -0.367 2.625
16 H -1.283 -1.201 1.096
17 H 0.863 -0.321 2.469
18 H 1.912 1.129 -1.132
19 H 0.911 2.412 -1.225
20 H 0.981 1.407 0.192
21 H -3.688 1.042 0.024
22 H -3.499 1.338 -1.524
23 O -3.074 1.201 -0.683

***

[4]
ORCA calculation (ωB97M-V with the def2-TZVPD basis set) on 3 unconnected molecules or ions with the total composition C5H15N2O at a distorted geometry.

Calculated values
* frontier orbital gap: 5.54 eV
* maximum force: 2.14 eV/Å
* energy above the lowest of the compared OMol25 structures with the same formula, charge and spin: 154.8 kcal per mole
* total charge: +1
* E_LUMO: -7.75 eV
* DFT total energy: -383.8043 a.u.

Positions of all 23 atoms, in Å:
1 C -0.800 -0.614 -1.735
2 C 0.217 0.457 -1.277
3 C 1.120 -0.016 -0.158
4 C 2.458 0.288 -0.156
5 C 1.142 -0.740 2.190
6 N 0.531 -0.725 0.842
7 N -1.774 -0.773 -0.684
8 H -1.232 -0.246 -2.683
9 H -0.296 -1.537 -1.968
10 H -0.314 1.342 -0.916
11 H 0.731 0.783 -2.171
12 H 3.085 0.026 0.678
13 H 2.890 0.821 -0.994
14 H 0.550 -1.424 2.788
15 H 2.115 -1.225 2.131
16 H 1.228 0.274 2.570
17 H -0.493 -0.665 0.916
18 H -2.522 -1.423 -0.885
19 H -2.110 0.118 -0.371
20 H -1.120 -0.011 1.784
21 H -1.622 1.384 1.245
22 H -2.597 2.449 0.837
23 O -1.964 1.826 0.457

***

[5]
ORCA calculation (ωB97M-V with the def2-TZVPD basis set) on 2 unconnected molecules or ions with the total composition C5H15N2O2 at a distorted geometry.

Calculated values
* frontier orbital gap: 10.27 eV
* maximum force: 3.20 eV/Å
* energy above the lowest of the compared OMol25 structures with the same formula, charge and spin: 43.9 kcal per mole
* total charge: +1
* E_LUMO: -3.36 eV
* DFT total energy: -459.2478 a.u.

Positions of all 24 atoms, in Å:
1 N 0.174 2.466 -0.611
2 C -0.647 1.673 0.322
3 C 0.338 0.891 1.172
4 N 0.428 -0.432 1.206
5 C -0.774 -2.485 1.817
6 C -0.586 -1.357 0.751
7 C -0.063 -2.069 -0.547
8 O 1.221 1.622 1.616
9 H 0.954 2.762 0.012
10 H 0.405 1.930 -1.464
11 H -0.281 3.327 -0.909
12 H -1.523 1.227 -0.154
13 H -1.226 2.266 1.035
14 H 1.290 -0.759 1.575
15 H -1.334 -2.093 2.666
16 H 0.231 -2.647 2.208
17 H -1.274 -3.305 1.323
18 H -1.535 -0.911 0.483
19 H -0.379 -1.470 -1.405
20 H -0.171 -3.147 -0.611
21 H 1.020 -1.916 -0.500
22 H 1.972 1.048 -3.170
23 H 0.447 1.634 -3.600
24 O 1.313 1.744 -3.214

***

[6]
ORCA calculation (ωB97M-V with the def2-TZVPD basis set) on 2 unconnected molecules or ions with the total composition C5H15N2O2 at a distorted geometry.

Calculated values
* frontier orbital gap: 10.71 eV
* maximum force: 1.75 eV/Å
* energy above the lowest of the compared OMol25 structures with the same formula, charge and spin: 24.9 kcal per mole
* total charge: +1
* E_LUMO: -2.81 eV
* DFT total energy: -459.2781 a.u.

Positions of all 24 atoms, in Å:
1 O 0.504 -2.349 -1.153
2 C 0.128 -1.181 -1.157
3 N -0.068 -0.463 -2.251
4 C -0.473 0.959 -2.346
5 C -0.082 -0.499 0.228
6 N 0.596 -1.460 1.174
7 C 0.954 -0.846 2.485
8 C -1.524 -0.350 0.641
9 H 0.200 -0.940 -3.101
10 H 0.417 1.550 -2.165
11 H -1.216 1.114 -1.580
12 H -0.791 1.131 -3.361
13 H 0.465 0.429 0.230
14 H 1.404 -1.853 0.684
15 H 0.006 -2.273 1.358
16 H 0.106 -0.826 3.161
17 H 1.294 0.178 2.336
18 H 1.784 -1.372 2.933
19 H -2.004 0.421 0.040
20 H -2.133 -1.242 0.501
21 H -1.608 0.060 1.647
22 H 1.273 3.477 -0.554
23 H 0.240 3.418 0.511
24 O 0.531 2.918 -0.262

***

[7]
ORCA calculation (ωB97M-V with the def2-TZVPD basis set) on 2 unconnected molecules or ions with the total composition C5H15N2S at a distorted geometry.

Calculated values
* frontier orbital gap: 6.87 eV
* maximum force: 2.89 eV/Å
* energy above the lowest of the compared OMol25 structures with the same formula, charge and spin: 15.1 kcal per mole
* total charge: -1
* E_LUMO: 4.02 eV
* DFT total energy: -707.2098 a.u.

Positions of all 23 atoms, in Å:
1 C -2.808 0.972 0.990
2 C -1.589 1.508 0.164
3 S -0.899 0.235 -0.967
4 N -2.543 0.034 2.101
5 H -3.406 0.531 0.188
6 H -3.356 1.890 1.336
7 H -0.826 1.895 0.868
8 H -1.978 2.381 -0.364
9 H -2.036 0.491 2.873
10 H -1.824 -0.626 1.758
11 C 2.035 -0.686 1.547
12 C 2.468 -0.294 0.103
13 N 1.900 -1.296 -0.860
14 C 2.139 -0.822 -2.264
15 H 2.339 0.006 2.280
16 H 2.538 -1.650 1.730
17 H 0.930 -0.882 1.532
18 H 3.561 -0.310 0.106
19 H 2.091 0.721 -0.104
20 H 0.869 -1.241 -0.767
21 H 1.448 -1.407 -2.926
22 H 1.877 0.217 -2.366
23 H 3.187 -1.010 -2.586

***

[8]
ORCA calculation (ωB97M-V with the def2-TZVPD basis set) on a gas-phase ion, C5H15N2S (charge +1) at a distorted geometry.

Calculated values
* frontier orbital gap: 8.72 eV
* maximum force: 3.71 eV/Å
* energy above the lowest of the compared OMol25 structures with the same formula, charge and spin: 45.2 kcal per mole
* total charge: +1
* E_LUMO: -3.47 eV
* DFT total energy: -706.9046 a.u.
* SMILES: C[C@@H](CS)NCC[NH3+]

Positions of all 23 atoms, in Å:
1 C 0.136 -0.265 -1.845
2 N 0.757 0.047 -0.540
3 C 0.113 -0.547 0.660
4 C 0.752 0.344 1.758
5 S -0.137 0.362 3.380
6 C 0.500 -1.982 0.976
7 C -0.906 0.880 -2.192
8 N -1.352 1.672 -1.015
9 H 0.989 -0.011 -2.496
10 H -0.115 -1.325 -1.945
11 H 1.757 0.050 -0.401
12 H -0.946 -0.373 0.681
13 H 1.842 0.183 1.831
14 H 0.689 1.420 1.517
15 H 0.767 -0.188 4.194
16 H 1.234 -2.398 0.280
17 H -0.399 -2.645 0.882
18 H 0.831 -2.133 2.005
19 H -1.679 0.237 -2.620
20 H -0.389 1.521 -2.886
21 H -1.972 2.400 -1.359
22 H -0.530 1.738 -0.384
23 H -1.943 1.012 -0.480

***

[9]
ORCA calculation (ωB97M-V with the def2-TZVPD basis set) on 2 unconnected molecules or ions with the total composition C5H15N2S.

Calculated values
* frontier orbital gap: 9.66 eV
* maximum force: 0.76 eV/Å
* energy above the lowest of the compared OMol25 structures with the same formula, charge and spin: 18.8 kcal per mole
* total charge: +1
* E_LUMO: -3.01 eV
* DFT total energy: -706.9466 a.u.

Positions of all 23 atoms, in Å:
1 C 0.567 1.665 2.660
2 C 0.082 2.201 1.314
3 C -2.212 2.017 0.871
4 N -1.091 1.446 0.847
5 H 1.494 2.183 2.909
6 H -0.154 1.867 3.447
7 H 0.789 0.603 2.595
8 H 0.872 2.085 0.574
9 H -0.181 3.260 1.404
10 H -2.336 3.061 1.157
11 H -3.111 1.480 0.576
12 C -0.398 -1.695 -0.554
13 C 0.916 -1.055 -0.922
14 S 1.414 -1.570 -2.593
15 N -0.823 -1.252 0.835
16 H -0.335 -2.783 -0.548
17 H -1.192 -1.398 -1.234
18 H 1.708 -1.312 -0.222
19 H 0.842 0.032 -0.900
20 H 1.277 -0.371 -3.152
21 H -1.749 -1.620 1.050
22 H -0.932 -0.149 0.837
23 H -0.174 -1.603 1.536

***

[10]
ORCA calculation (ωB97M-V with the def2-TZVPD basis set) on a molecular structure, C5H15N2Si at a distorted geometry.

Calculated values
* frontier orbital gap: 10.71 eV
* maximum force: 4.52 eV/Å
* energy above the lowest of the compared OMol25 structures with the same formula, charge and spin: 55.6 kcal per mole
* total charge: +1
* E_LUMO: -2.86 eV
* DFT total energy: -598.1659 a.u.

Positions of all 23 atoms, in Å:
1 C -1.803 -2.388 -1.244
2 C -0.718 -2.214 -0.569
3 C 2.375 -0.305 -0.475
4 C -1.236 2.585 0.254
5 C 0.415 0.404 0.905
6 N 1.742 0.529 0.528
7 N -0.695 1.327 -0.265
8 Si -0.326 -1.477 1.110
9 H -1.900 -2.522 -2.382
10 H -2.800 -2.306 -0.673
11 H 0.287 -2.400 -1.066
12 H 1.676 -0.824 -1.156
13 H 3.265 0.301 -0.915
14 H 2.960 -1.055 -0.079
15 H -0.491 3.399 0.128
16 H -2.107 3.078 -0.268
17 H -1.522 2.368 1.261
18 H 0.172 1.080 1.723
19 H 2.206 1.420 0.600
20 H -0.389 1.391 -1.187
21 H -1.513 0.673 -0.143
22 H -1.516 -1.315 1.962
23 H 0.663 -2.186 1.877

***

[11]
ORCA calculation (ωB97M-V with the def2-TZVPD basis set) on 2 unconnected molecules or ions with the total composition C5H15N3.

Calculated values
* frontier orbital gap: 9.51 eV
* maximum force: 0.35 eV/Å
* energy above the lowest of the compared OMol25 structures with the same formula, charge and spin: 56.1 kcal per mole
* E_LUMO: 1.09 eV
* DFT total energy: -363.6977 a.u.
* SMILES: CN(N)CN.C=CC

Positions of all 23 atoms, in Å:
1 C -2.072 0.847 0.294
2 C -2.863 -0.053 -0.597
3 C -1.526 0.482 1.439
4 C 0.782 -1.050 -1.574
5 H -1.989 1.874 -0.050
6 H -2.832 -1.083 -0.244
7 H -2.477 -0.010 -1.618
8 H -3.904 0.274 -0.625
9 H -0.979 1.172 2.059
10 H -1.623 -0.524 1.816
11 H 0.664 -0.697 1.055
12 H -0.255 -1.060 -1.225
13 H 1.179 -2.063 -1.537
14 H 0.813 -0.691 -2.597
15 N 1.173 1.154 -0.914
16 N 2.414 0.346 1.391
17 C 1.673 -0.626 0.612
18 N 1.622 -0.184 -0.773
19 H 0.331 1.311 -0.350
20 H 1.906 1.752 -0.547
21 H 2.479 0.040 2.354
22 H 3.359 0.421 1.022
23 H 2.123 -1.634 0.610

***

[12]
ORCA calculation (ωB97M-V with the def2-TZVPD basis set) on a molecular structure, C5H15N3 at a distorted geometry.

Calculated values
* frontier orbital gap (alpha / beta): 7.44 / 7.44 eV
* maximum force: 5.38 eV/Å
* energy above the lowest of the compared OMol25 structures with the same formula, charge and spin: 126.4 kcal per mole
* E_LUMO (alpha / beta): 0.83 / 0.83 eV
* DFT total energy: -363.5856 a.u.

Positions of all 23 atoms, in Å:
1 C -0.428 0.493 0.249
2 C 0.608 -0.147 0.971
3 C 1.529 -0.768 -1.753
4 C -0.191 1.809 -0.437
5 C -1.868 0.104 0.432
6 N 0.226 -0.923 -1.134
7 N -0.009 -2.298 -0.917
8 N 0.239 0.916 2.445
9 H 0.610 -2.723 -0.220
10 H -0.975 -2.456 -0.650
11 H -0.683 0.775 2.853
12 H 0.384 1.913 2.298
13 H 0.424 -1.119 1.411
14 H 1.634 0.146 0.793
15 H 1.565 -1.296 -2.715
16 H 1.722 0.287 -1.960
17 H 2.365 -1.156 -1.146
18 H -0.458 1.692 -1.492
19 H -0.822 2.596 -0.017
20 H 0.851 2.126 -0.383
21 H -2.287 -0.116 -0.556
22 H -1.985 -0.776 1.065
23 H -2.448 0.921 0.865